Formula: C19H66AgF3O17
Source: the OMol25 dataset
Level of theory: wB97M-V/def2-TZVPD

CARTESIAN COORDINATES (ANGSTROEM)
Ag -3.45 -35.12 17.97
C -7.03 -35.91 19.02
O -7.91 -34.97 18.48
O -5.79 -35.60 18.52
C -7.19 -36.00 20.57
F -6.16 -36.62 21.16
F -7.24 -34.76 21.09
F -8.32 -36.62 20.86
C -9.30 -35.32 18.48
C -10.02 -34.17 17.79
H -9.76 -34.11 16.73
H -11.10 -34.23 17.91
H -9.74 -33.23 18.27
H -9.71 -35.39 19.49
H -9.52 -36.29 18.02
H -7.20 -36.94 18.63
C -10.48 -34.87 13.14
O -10.05 -34.32 11.92
H -11.11 -35.74 12.93
H -9.62 -35.16 13.76
H -11.10 -34.17 13.71
H -9.89 -33.37 12.05
C -4.38 -37.46 15.84
O -3.20 -36.94 16.43
H -4.83 -38.29 16.40
H -5.14 -36.68 15.77
H -4.19 -37.81 14.82
H -2.46 -37.49 16.14
C -14.18 -33.74 17.45
O -13.46 -33.86 16.24
H -13.78 -32.93 18.06
H -15.23 -33.54 17.22
H -14.16 -34.68 18.01
H -12.97 -34.69 16.24
C -8.58 -36.92 15.42
O -8.88 -37.65 14.24
H -8.30 -37.61 16.23
H -7.78 -36.19 15.23
H -9.52 -36.44 15.70
H -8.19 -38.29 14.06
C -12.34 -37.12 15.73
O -12.30 -36.36 16.93
H -13.13 -37.88 15.78
H -12.49 -36.51 14.84
H -11.42 -37.69 15.55
H -11.85 -36.91 17.58
C -6.75 -32.05 17.08
O -6.81 -33.35 16.49
H -7.71 -31.85 17.56
H -5.94 -31.91 17.79
H -6.68 -31.33 16.27
H -7.19 -33.97 17.14
C -12.07 -38.03 20.39
O -11.42 -38.01 19.14
H -12.56 -38.98 20.65
H -11.37 -37.86 21.22
H -12.86 -37.29 20.52
H -10.83 -38.77 19.09
C -4.44 -38.91 23.43
O -4.76 -40.15 22.81
H -3.38 -38.67 23.30
H -5.05 -38.06 23.12
H -4.61 -38.98 24.51
H -4.11 -40.78 23.15
C -9.57 -38.25 23.66
O -10.14 -37.48 24.73
H -8.55 -38.51 23.93
H -10.17 -39.15 23.52
H -9.55 -37.68 22.73
H -10.44 -36.63 24.40
C -11.54 -34.45 21.45
O -12.73 -34.99 22.01
H -11.38 -33.41 21.79
H -10.65 -34.95 21.82
H -11.63 -34.39 20.37
H -13.45 -34.68 21.45
C -3.19 -37.55 20.01
O -2.64 -36.26 19.74
H -3.94 -37.85 19.29
H -2.38 -38.28 20.04
H -3.71 -37.57 20.97
H -2.29 -35.94 20.57
C -7.78 -40.23 21.17
O -7.62 -40.62 22.51
H -7.12 -40.76 20.48
H -8.79 -40.52 20.86
H -7.70 -39.15 21.03
H -6.77 -40.33 22.84
C -12.09 -31.55 15.08
O -11.93 -31.16 13.71
H -13.00 -32.15 15.19
H -11.23 -32.10 15.45
H -12.15 -30.65 15.70
H -12.78 -30.81 13.43
C -3.86 -33.32 14.85
O -4.25 -34.10 15.99
H -2.80 -33.08 14.96
H -4.00 -33.87 13.92
H -4.41 -32.38 14.81
H -5.21 -33.89 16.14
C -8.55 -31.80 14.25
O -9.23 -31.73 13.00
H -7.51 -32.05 14.06
H -8.58 -30.84 14.79
H -9.05 -32.58 14.83
H -10.13 -31.39 13.14

DFT total energy, eV: -67718.3284
HOMO level (spin up / spin down), eV: -11.14 / -11.14
Expectation value of S²: 0.754
HOMO-LUMO gap (spin up / spin down), eV: 8.154 / 4.678
Spin multiplicity: 2
Net charge: +1